Formula: C4H7NO2
Source: the OMol25 dataset
Level of theory: ωB97M-V with the def2-TZVPD basis set

## Properties
M = 101.1 g mol⁻¹
Kohn-Sham gap = 0.3429 Eh
Total charge = 0
E_LUMO = 0.45 eV

Last column: Löwdin charge in e.
Element x y z (Å)
C 0.942 -0.498 1.495  -0.036
C 0.450 0.340 0.345  -0.306
C 0.579 -0.998 -1.467  0.088
O 1.129 0.050 -0.919  -0.116
C -1.067 0.177 0.108  -0.538
O -1.773 -0.490 0.833  0.075
N -1.555 0.928 -0.926  0.165
H 0.679 -1.549 1.351  0.090
H 2.024 -0.395 1.610  0.087
H 0.450 -0.147 2.406  0.094
H 0.674 1.399 0.487  0.151
H 0.921 -0.934 -2.518  0.027
H -0.940 1.351 -1.603  0.102
H -2.513 0.767 -1.202  0.116